C19H21FeO2 as an isolated structure at a distorted geometry, computed with ωB97M-V with the def2-TZVPD basis set.

As for the expectation value of S²: 8.782. Its largest force on an atom is 3.094 eV/Å. The spin multiplicity is 6. As for the gap between HOMO and LUMO (alpha / beta): 0.22484 / 0.30698 hartree. Its HOMO energy (alpha / beta) is -5.3 / -8.1 eV.

```
43
Properties=species:S:1:pos:R:3:forces:R:3:lowdin_spin:R:1
C 1.0069 -2.3172 2.9501 -0.91 -0.96 -0.78 0.0415
C -0.4647 -2.1883 2.8506 0.93 -1.05 -0.23 0.0528
C -0.8232 -2.3368 1.4649 -0.06 -0.41 0.46 0.0610
H -1.1815 -2.0424 3.6525 0.34 -0.02 -0.10 0.0059
C 0.3455 -2.5203 0.6979 0.32 -0.42 0.17 0.0712
C 1.4825 -2.4799 1.5726 -0.55 -0.68 0.60 0.0539
H 2.5056 -2.6090 1.2388 -0.14 0.04 0.23 0.0069
H 1.6253 -2.2571 3.8512 -0.40 -0.06 -0.48 0.0064
H -1.8404 -2.3989 1.0627 0.48 0.29 0.32 0.0047
H 0.3607 -2.7607 -0.3748 0.12 0.46 0.65 0.0053
C -1.2371 2.1434 1.5543 0.73 0.03 -0.38 0.0968
C -1.2621 1.8085 2.8968 0.12 -0.04 0.51 0.2889
C 0.1490 1.6745 3.4216 0.42 0.36 -1.19 0.0851
H -2.1186 1.8276 3.5622 0.01 0.12 -0.19 0.0189
C 0.9299 1.5295 2.0673 0.94 -2.08 1.81 0.1395
C 0.0940 1.9821 1.0420 -1.52 1.23 -0.94 0.3143
H 0.4070 2.1879 0.0096 -0.25 -0.20 0.57 0.0156
H -2.0952 2.5183 0.9904 0.34 -0.38 0.08 -0.0015
H 0.4940 2.6188 3.8827 -0.15 -0.09 0.35 0.0256
H 2.0321 1.5035 2.0787 -0.55 0.67 -0.12 0.0195
Fe 0.5728 -0.6106 1.9752 -0.27 3.03 -0.57 3.6208
O -0.2004 -0.0234 -1.6394 -1.09 -0.23 0.62 0.0060
C -1.5549 -0.5206 -1.9087 1.99 -0.86 -0.57 0.0004
C -0.3254 -0.9471 -2.6901 -0.89 -0.70 0.19 0.0003
H -1.8433 -1.1704 -1.0700 -0.40 0.33 -0.69 0.0001
H -2.2719 0.0186 -2.5349 0.22 0.50 0.85 0.0000
H -0.0574 -2.0207 -2.5862 0.44 0.87 0.27 0.0000
H 1.0715 -1.9477 -4.7966 0.17 0.19 -0.49 0.0000
C 0.8116 -0.9077 -4.9909 -1.52 1.10 1.04 0.0001
C 0.0298 -0.2796 -3.9627 0.89 0.13 -1.37 0.0001
C -0.2636 1.0898 -4.0667 -0.44 0.12 0.23 0.0000
H -0.7886 1.6449 -3.2569 0.52 -0.73 -0.60 0.0000
C 0.0960 1.8117 -5.1903 0.33 -0.46 -0.33 0.0000
H -0.1275 2.8762 -5.1759 0.09 -0.18 -0.41 0.0000
C 0.7607 1.1739 -6.2538 0.05 -0.03 0.50 0.0001
H 1.0405 1.7646 -7.1231 -0.03 -0.24 0.07 0.0000
C 1.1278 -0.1794 -6.1516 -0.18 0.03 0.66 0.0000
H 1.6890 -0.6711 -6.9425 -0.10 0.19 0.06 0.0000
C -0.0692 0.6154 5.6332 0.19 0.17 -0.09 0.0070
O 0.4475 0.5827 4.3128 -0.09 -0.10 -0.72 0.0493
H -0.8706 1.3574 5.7671 0.21 -0.20 -0.11 0.0010
H 0.7672 0.8436 6.3062 -0.29 0.05 0.11 0.0017
H -0.4511 -0.3837 5.8737 -0.01 0.21 -0.01 0.0008
```
Forces are in eV/Å.